C26H20Cl5N7O5RuSe | ωB97M-V/def2-TZVPD

- E_tot (Ha) = -6559.511927
- multiplicity = 2
- LUMO level (spin up / spin down) (eV) = -2.821 / -3.988
- ⟨S²⟩ = 0.75
- frontier orbital gap (spin up / spin down) (eV) = 7.842 / 6.726
- total charge = +1

Cartesian coordinates (Å):
Ru1 0.55052 -0.04697 -0.45242
O1 -4.91982 0.18262 1.51336
C1 -4.15621 0.97452 2.25193
O2 -4.55345 1.53740 3.23579
C2 -2.72948 1.12078 1.83459
C3 -1.81356 1.91713 2.49235
N1 -0.62552 1.75625 1.88074
N2 -0.72296 0.89719 0.86432
C4 -1.98731 0.50546 0.81172
C5 -2.29735 -0.47086 -0.27266
O3 -3.44401 -0.85586 -0.46706
O4 -1.26361 -0.83999 -0.94846
H1 -4.44047 -0.20019 0.73385
H2 -1.94768 2.56986 3.33873
H3 0.26855 2.17245 2.10585
Cl1 4.83312 4.41890 3.79051
C6 3.98759 3.51198 2.60403
C7 3.54103 2.22610 2.88900
Cl2 3.83127 1.52145 4.42779
C8 2.85328 1.49798 1.92194
Cl3 2.31740 -0.11877 2.20392
C9 2.59468 2.01497 0.64479
O5 1.97957 1.35435 -0.30546
C10 3.05123 3.32024 0.37987
Cl4 2.72900 3.97930 -1.17804
C11 3.73931 4.05495 1.33652
Cl5 4.28051 5.63998 0.96871
N3 0.18417 -0.81907 -3.44719
C12 -0.19094 0.51249 -3.26546
C13 -0.79452 1.19869 -4.31884
C14 -1.14930 2.51794 -4.14855
C15 -0.87150 3.14691 -2.94013
C16 -0.28219 2.40820 -1.94357
N4 0.02323 1.10835 -2.09006
C17 1.39343 -1.35183 -3.00064
C18 2.14400 -2.18308 -3.82975
C19 3.35923 -2.64865 -3.37866
C20 3.81813 -2.25652 -2.12509
C21 3.01329 -1.45071 -1.35728
N5 1.80226 -1.03896 -1.77149
H4 -0.11914 -1.19096 -4.33363
H5 -0.95938 0.69146 -5.25985
H6 -1.61880 3.06058 -4.95773
H7 -1.10673 4.18690 -2.77058
H8 -0.03390 2.84063 -0.98586
H9 1.77774 -2.42801 -4.81753
H10 3.95887 -3.29348 -4.00662
H11 4.77645 -2.57702 -1.74489
H12 3.30153 -1.13042 -0.36477
C22 -2.09133 -3.91856 -0.41297
N6 -2.10079 -3.31255 0.91437
C23 -3.19693 -3.24246 1.73954
C24 -2.82410 -2.55562 2.84269
N7 -1.50282 -2.20978 2.66907
C25 -0.68853 -1.48110 3.63175
C26 -1.06482 -2.67324 1.48462
Se1 0.65123 -2.48533 0.76874
H13 -2.99033 -4.51982 -0.51298
H14 -1.21156 -4.54784 -0.51566
H15 -2.07955 -3.13505 -1.16646
H16 -4.14412 -3.67170 1.46773
H17 -3.37730 -2.28041 3.72307
H18 -1.14169 -1.58167 4.61416
H19 -0.63239 -0.42889 3.36371
H20 0.31344 -1.90061 3.64055

C3HO2Yb | ωB97M-V/def2-TZVPD

- E_tot (Ha) = -1423.694661
- multiplicity = 1
- LUMO level (eV) = -6.600
- frontier orbital gap (eV) = 6.032
- total charge = +1

Cartesian coordinates (Å):
C1 1.64149 0.40534 -0.21315
C2 0.42586 0.29225 -0.11987
Yb1 4.19301 0.57797 -0.34438
O1 -1.76191 1.08205 0.04143
C3 -1.01279 0.13447 0.06144
O2 -1.48432 -1.10297 -0.09572
H1 -2.00135 -1.38912 0.67026

C5H6N2O | ωB97M-V/def2-TZVPD

- E_tot (Ha) = -378.703566
- multiplicity = 1
- SMILES = C=CC1=NC1.N=C=O
- LUMO level (eV) = -0.265
- frontier orbital gap (eV) = 8.690
- total charge = 0

Cartesian coordinates (Å):
C1 1.99517 -0.35270 0.15603
C2 -0.69249 -0.19908 1.49561
C3 -0.33977 0.70469 -0.68374
C4 -1.26877 0.06123 -1.41400
O1 0.38587 -0.62915 1.79840
N1 -1.86024 0.10144 1.65984
C5 1.09923 0.30934 -0.77401
N2 2.04331 0.23720 -1.56922
H1 -2.45151 -0.37784 2.32206
H2 2.75231 0.21485 0.67727
H3 2.10315 -1.42619 0.24131
H4 -0.52597 1.71839 -0.34022
H5 -1.08163 -0.92646 -1.80490
H6 -2.15867 0.56430 -1.76441

C2H4N2O | ωB97M-V/def2-TZVPD

- E_tot (Ha) = -263.118509
- multiplicity = 3
- LUMO level (spin up / spin down) (eV) = 0.581 / -3.176
- ⟨S²⟩ = 2.01
- frontier orbital gap (spin up / spin down) (eV) = 6.596 / 8.322
- total charge = 0

Cartesian coordinates (Å):
C1 -1.36035 -0.12148 -0.21607
C2 -0.11153 -0.45392 0.41393
N1 -2.26822 0.23239 -0.83290
N2 0.82799 0.95513 -0.38693
O1 0.52882 -1.64297 0.23244
H1 -0.09375 -0.05938 1.46602
H2 1.54016 1.25578 0.27994
H3 -0.02629 1.52892 -0.30502
H4 0.96317 -1.69445 -0.65141

Energy relative to the best compared isomer or geometry (same formula, charge and spin) / kcal per mole: 0.0; 36.2; 105.0; 47.7